This record from the Open Molecules 2025 dataset describes a 14-piece molecular cluster, C28H84O14 overall. The level of theory is ωB97M-V with the def2-TZVPD basis set.

The LUMO energy comes out at 0.103 eV. Its HOMO energy is -9.219 eV. The molar mass comes out at 644.966 g/mol. The value obtained for the HOMO-LUMO gap is 9.32 eV.

ORCA input file:
```
! wB97M-V def2-TZVPD RIJCOSX def2/J DEFGRID3
* xyz 0 1
C -1.012 4.700 1.320
C -1.905 5.342 2.293
O -2.795 6.151 1.746
H -0.279 4.037 1.780
H -0.395 5.455 0.833
H -1.631 4.246 0.546
H -1.414 5.920 3.075
H -2.550 4.602 2.768
H -3.280 6.435 2.525
C 1.942 -5.637 1.119
C 0.501 -5.071 0.894
O -0.373 -5.366 1.925
H 2.195 -5.184 2.077
H 2.695 -5.276 0.418
H 1.962 -6.723 1.210
H 0.170 -5.490 -0.056
H 0.483 -4.024 0.594
H -1.113 -4.766 1.801
C -0.610 -0.995 5.080
C -0.391 -1.477 3.632
O -1.280 -0.861 2.762
H 0.155 -1.397 5.744
H -1.621 -1.105 5.472
H -0.392 0.070 5.155
H -0.579 -2.549 3.692
H 0.666 -1.457 3.365
H -1.024 -1.005 1.848
C -0.714 0.764 -5.777
C -0.273 0.402 -4.279
O 0.907 -0.293 -4.424
H -0.797 -0.148 -6.369
H 0.007 1.346 -6.352
H -1.656 1.310 -5.817
H -1.072 -0.248 -3.923
H -0.145 1.293 -3.664
H 1.594 0.246 -4.824
C -4.088 -1.057 -2.993
C -4.526 0.371 -2.865
O -3.710 1.057 -2.040
H -3.892 -1.386 -1.972
H -3.086 -1.118 -3.419
H -4.674 -1.616 -3.722
H -5.571 0.534 -2.599
H -4.432 0.901 -3.813
H -3.639 1.995 -2.231
C -0.046 0.889 0.519
C -0.555 -0.117 -0.554
O -0.478 -1.393 -0.087
H -0.002 1.886 0.080
H 0.996 0.768 0.815
H -0.550 1.087 1.465
H 0.047 -0.099 -1.463
H -1.558 0.132 -0.900
H -0.006 -1.955 -0.707
C -4.170 1.471 1.208
C -3.351 1.899 2.422
O -3.393 0.869 3.448
H -3.950 0.407 1.124
H -3.942 2.008 0.287
H -5.232 1.689 1.324
H -3.912 2.697 2.908
H -2.324 2.262 2.398
H -2.717 0.221 3.238
C 3.833 -2.650 2.649
C 4.099 -1.143 2.361
O 5.384 -0.996 1.799
H 4.602 -3.141 3.246
H 3.804 -3.272 1.755
H 2.841 -2.690 3.100
H 4.077 -0.560 3.282
H 3.430 -0.659 1.649
H 5.446 -1.066 0.843
C -0.281 3.119 4.438
C -1.236 3.436 5.643
O -2.179 4.389 5.179
H 0.387 2.331 4.786
H 0.385 3.947 4.192
H -0.660 2.613 3.551
H -0.711 3.795 6.528
H -1.902 2.591 5.817
H -2.926 4.355 5.780
C 3.462 -1.219 -1.616
C 4.561 -2.347 -1.505
O 5.725 -1.871 -0.841
H 3.102 -1.120 -0.592
H 2.603 -1.436 -2.251
H 3.998 -0.413 -2.118
H 4.906 -2.637 -2.497
H 4.183 -3.245 -1.016
H 6.445 -2.255 -1.347
C 4.147 2.728 -1.239
C 4.593 2.201 0.134
O 5.656 1.264 -0.127
H 3.672 1.939 -1.823
H 4.980 3.017 -1.879
H 3.376 3.492 -1.137
H 3.831 1.625 0.660
H 4.938 2.990 0.802
H 6.068 1.173 0.735
C 0.742 3.927 -2.682
C 0.256 4.329 -4.075
O 1.333 4.859 -4.955
H 1.255 2.973 -2.799
H -0.054 3.868 -1.940
H 1.446 4.632 -2.239
H -0.527 5.079 -3.961
H -0.285 3.523 -4.569
H 2.134 4.415 -4.669
C 0.329 -3.991 -4.728
C 0.923 -3.490 -3.440
O 0.299 -2.384 -2.760
H -0.339 -3.231 -5.134
H -0.331 -4.859 -4.722
H 1.084 -4.097 -5.507
H 1.933 -3.156 -3.678
H 1.006 -4.328 -2.748
H 0.350 -1.572 -3.270
C -4.451 -3.771 0.542
C -3.412 -3.675 1.590
O -2.076 -3.532 1.105
H -5.410 -3.967 1.022
H -4.308 -4.576 -0.178
H -4.481 -2.853 -0.044
H -3.557 -4.456 2.337
H -3.770 -2.755 2.051
H -1.948 -2.842 0.450
*
```


This record from the Open Molecules 2025 dataset describes C36H31CrN11O5S as an isolated structure. The level of theory is ωB97M-V with the def2-TZVPD basis set.

The LUMO energy (alpha / beta) comes out at -0.419 / -0.419 eV. Its HOMO energy (alpha / beta) is -7.460 / -7.872 eV. The molar mass comes out at 781.779 g/mol. The value obtained for the HOMO-LUMO gap (alpha / beta) is 7.04 / 7.45 eV.

ORCA input file:
```
! wB97M-V def2-TZVPD RIJCOSX def2/J DEFGRID3
* xyz 0 5
Cr -1.688 0.861 0.617
C 4.269 2.490 3.595
C 2.782 2.253 3.598
C 2.241 1.157 4.275
C 0.873 0.963 4.337
C 0.024 1.876 3.719
C 0.534 2.961 3.030
C 1.914 3.137 2.968
S -1.731 1.651 3.869
O -1.979 1.049 5.158
O -2.347 2.928 3.601
N -1.979 0.606 2.679
C -3.039 -0.279 2.638
C -3.994 -0.531 3.635
C -4.997 -1.433 3.363
C -5.055 -2.077 2.129
C -4.075 -1.776 1.211
N -3.084 -0.915 1.451
H 4.620 2.734 4.598
H 4.534 3.317 2.938
H 4.822 1.606 3.269
H 2.902 0.462 4.783
H 0.453 0.126 4.880
H -0.140 3.654 2.545
H 2.315 3.996 2.442
H -3.932 -0.018 4.582
H -5.750 -1.634 4.115
H -5.840 -2.777 1.887
H -4.070 -2.241 0.231
C -1.239 0.469 -5.017
N -1.718 0.523 -3.645
C -1.034 0.759 -2.527
N -1.832 0.629 -1.486
C -3.039 0.315 -2.040
N -3.003 0.226 -3.346
C -0.678 -0.882 -5.387
C -1.255 -1.647 -6.390
C -0.707 -2.877 -6.738
C 0.412 -3.356 -6.083
C 0.988 -2.596 -5.068
C 0.445 -1.365 -4.729
C 2.170 -3.088 -4.363
N 2.951 -4.063 -4.667
N 3.920 -4.114 -3.671
C 3.643 -3.167 -2.846
O 2.544 -2.463 -3.217
C 4.326 -2.792 -1.609
C 5.555 -3.365 -1.293
C 6.176 -3.021 -0.105
C 5.576 -2.122 0.767
C 4.352 -1.548 0.454
C 3.712 -0.559 1.401
N 2.267 -0.575 1.307
C 1.448 0.360 0.832
N 0.208 -0.092 0.856
C 0.330 -1.340 1.388
N 1.565 -1.671 1.669
C 3.732 -1.885 -0.740
H -0.480 1.244 -5.128
H -2.085 0.727 -5.651
H 0.007 1.034 -2.502
H -3.937 0.190 -1.452
H -2.138 -1.285 -6.901
H -1.165 -3.466 -7.522
H 0.847 -4.312 -6.341
H 0.913 -0.782 -3.945
H 6.001 -4.074 -1.976
H 7.128 -3.465 0.151
H 6.061 -1.878 1.705
H 4.027 0.461 1.175
H 3.989 -0.777 2.432
H 1.765 1.343 0.524
H -0.517 -1.978 1.576
H 2.766 -1.466 -0.990
O -1.378 3.627 0.552
C -2.594 3.469 0.658
C -3.615 4.540 0.976
C -4.939 3.778 0.955
C -4.544 2.347 0.601
O -5.316 1.425 0.425
N -3.182 2.258 0.492
H -3.552 5.344 0.243
H -3.369 4.951 1.954
H -5.653 4.145 0.219
H -5.441 3.763 1.923
*
```


This record from the Open Molecules 2025 dataset describes a 2-piece molecular cluster, C2H6OS overall. The level of theory is ωB97M-V with the def2-TZVPD basis set.

The LUMO energy (alpha / beta) comes out at -0.669 / -1.404 eV. Its HOMO energy (alpha / beta) is -8.062 / -7.568 eV. The molar mass comes out at 78.136 g/mol. The value obtained for the HOMO-LUMO gap (alpha / beta) is 7.39 / 6.16 eV.

ORCA input file:
```
! wB97M-V def2-TZVPD RIJCOSX def2/J DEFGRID3
* xyz 0 1
C -1.452 0.107 0.623
C -0.536 -0.565 -0.305
O 2.854 0.661 -0.743
S 2.123 0.107 0.609
H -0.965 1.028 1.114
H -2.364 0.307 -0.045
H -1.898 -0.393 1.551
H 0.020 0.042 -0.985
H -0.376 -1.606 -0.225
H 2.592 0.311 -1.596
*
```


This record from the Open Molecules 2025 dataset describes C3H3O4Rb as an isolated structure. The level of theory is ωB97M-V with the def2-TZVPD basis set.

The LUMO energy (alpha / beta) comes out at -1.751 / -1.750 eV. Its HOMO energy (alpha / beta) is -5.565 / -5.566 eV. The molar mass comes out at 188.521 g/mol. The value obtained for the HOMO-LUMO gap (alpha / beta) is 3.81 / 3.82 eV.

ORCA input file:
```
! wB97M-V def2-TZVPD RIJCOSX def2/J DEFGRID3
* xyz 0 1
O -2.172 1.332 -0.778
C -2.066 0.873 0.348
C -1.667 -0.570 0.513
O -1.288 -1.202 -0.464
Rb -0.334 0.289 -3.023
H -2.322 1.451 1.253
H -1.588 -0.979 1.535
C 2.286 -0.117 -0.383
O 2.860 0.964 -0.175
O 2.824 -1.176 0.256
H 3.466 -0.865 0.919
*
```


This record from the Open Molecules 2025 dataset describes C36H29Br2ClN2O6P2Ti as an isolated structure. The level of theory is ωB97M-V with the def2-TZVPD basis set.

The LUMO energy (alpha / beta) comes out at 0.137 / 0.088 eV. Its HOMO energy (alpha / beta) is -6.126 / -8.423 eV. The molar mass comes out at 890.712 g/mol. The value obtained for the HOMO-LUMO gap (alpha / beta) is 6.26 / 8.51 eV.

ORCA input file:
```
! wB97M-V def2-TZVPD RIJCOSX def2/J DEFGRID3
* xyz 0 3
Ti 1.248 -1.006 0.545
N -1.982 0.282 0.398
P -1.777 -0.429 1.892
C -2.804 -1.896 1.967
C -4.190 -1.777 2.079
C -4.986 -2.909 2.040
C -4.399 -4.161 1.892
C -3.022 -4.280 1.783
C -2.217 -3.150 1.819
C -2.457 0.718 3.093
C -2.695 0.255 4.387
C -3.150 1.126 5.363
C -3.380 2.460 5.050
C -3.151 2.925 3.764
C -2.687 2.056 2.786
P -0.797 -0.002 -0.822
C -1.617 -1.027 -2.066
C -0.975 -2.209 -2.428
C -1.560 -3.055 -3.363
C -2.782 -2.726 -3.924
C -3.425 -1.543 -3.570
C -2.840 -0.691 -2.650
C -0.702 1.638 -1.607
C -0.446 1.754 -2.971
C -0.180 2.996 -3.530
C -0.163 4.132 -2.733
C -0.413 4.024 -1.371
C -0.675 2.783 -0.811
H -2.924 0.525 0.111
H -4.649 -0.803 2.209
H -6.060 -2.819 2.129
H -5.022 -5.045 1.863
H -2.568 -5.255 1.668
H -1.142 -3.235 1.726
H -2.522 -0.787 4.630
H -3.329 0.764 6.366
H -3.740 3.137 5.813
H -3.333 3.963 3.519
H -2.506 2.420 1.783
H -0.010 -2.458 -1.995
H -1.052 -3.966 -3.649
H -3.239 -3.387 -4.650
H -4.374 -1.285 -4.021
H -3.328 0.245 -2.397
H -0.443 0.870 -3.599
H 0.020 3.073 -4.591
H 0.049 5.098 -3.171
H -0.388 4.905 -0.743
H -0.830 2.698 0.257
O 2.431 -1.800 2.230
Cl 2.094 -3.264 2.055
O 3.206 -3.907 1.393
O 0.931 -3.196 1.099
O -0.324 -0.726 2.105
Br 3.909 0.281 -3.988
C 4.936 -0.200 -2.456
C 6.088 0.525 -2.188
C 6.833 0.216 -1.062
C 6.417 -0.800 -0.211
C 5.258 -1.506 -0.488
C 4.505 -1.222 -1.626
C 3.225 -1.999 -1.874
O 3.137 -2.790 -2.791
O 2.297 -1.670 -1.046
H 6.392 1.320 -2.856
H 7.736 0.773 -0.850
H 6.993 -1.040 0.673
H 4.909 -2.286 0.179
Br 3.576 5.366 -0.280
C 2.970 3.599 -0.020
C 2.573 3.186 1.241
C 2.115 1.888 1.379
N 2.013 1.041 0.349
C 2.426 1.454 -0.855
C 2.920 2.724 -1.088
H 2.624 3.844 2.096
H 1.808 1.508 2.346
H 2.367 0.730 -1.657
H 3.245 3.006 -2.078
*
```


This record from the Open Molecules 2025 dataset describes C20H24BrEuN4S as an isolated structure. The level of theory is ωB97M-V with the def2-TZVPD basis set.

The LUMO energy (alpha / beta) comes out at -2.287 / -2.293 eV. Its HOMO energy (alpha / beta) is -9.081 / -10.220 eV. The molar mass comes out at 584.375 g/mol. The value obtained for the HOMO-LUMO gap (alpha / beta) is 6.79 / 7.93 eV.

ORCA input file:
```
! wB97M-V def2-TZVPD RIJCOSX def2/J DEFGRID3
* xyz 1 8
Eu 0.096 -0.131 -0.042
N 0.033 2.783 -0.228
N 1.316 3.274 0.049
C 2.422 2.624 -0.373
N 3.579 3.269 -0.215
S 2.391 1.094 -1.069
H -0.263 3.093 -1.149
H -0.597 3.182 0.456
H 1.399 4.255 0.268
H 3.646 4.186 0.194
H 4.430 2.795 -0.456
Br 0.448 -3.036 -0.032
C -1.325 -3.461 -0.808
C -1.514 -4.780 -1.084
C -2.745 -5.193 -1.630
C -3.721 -4.271 -1.868
C -3.518 -2.901 -1.577
C -4.545 -1.959 -1.825
C -4.359 -0.640 -1.535
C -3.131 -0.207 -0.989
C -2.062 -1.050 -0.727
C -2.282 -2.437 -1.027
H -0.735 -5.505 -0.893
H -2.896 -6.240 -1.854
H -4.673 -4.574 -2.288
H -5.476 -2.307 -2.257
H -5.147 0.079 -1.728
H -3.038 0.860 -0.776
C -1.849 -2.213 2.585
N -2.573 -1.190 3.388
C -4.029 -1.251 3.117
C -2.033 0.203 3.158
C -0.555 0.292 3.455
C -0.159 0.334 4.792
C 1.188 0.299 5.113
C 2.118 0.221 4.086
C 1.697 0.193 2.761
C 0.342 0.234 2.376
H -2.274 -3.196 2.780
H -0.796 -2.208 2.847
H -1.959 -1.967 1.527
H -2.416 -1.403 4.374
H -4.196 -1.059 2.059
H -4.551 -0.503 3.710
H -4.414 -2.237 3.367
H -2.613 0.878 3.790
H -2.223 0.425 2.108
H -0.900 0.408 5.587
H 1.508 0.326 6.146
H 3.175 0.178 4.322
H 2.476 0.120 2.000
*
```


This record from the Open Molecules 2025 dataset describes C3H19O7S as an isolated structure. The level of theory is ωB97M-V with the def2-TZVPD basis set.

The LUMO energy comes out at 3.242 eV. Its HOMO energy is -5.840 eV. The molar mass comes out at 199.245 g/mol. The value obtained for the HOMO-LUMO gap is 9.08 eV.

ORCA input file:
```
! wB97M-V def2-TZVPD RIJCOSX def2/J DEFGRID3
* xyz -1 1
C 0.547 0.238 1.579
O -0.162 -0.634 2.480
C -0.266 0.732 0.344
C -1.543 -0.083 0.089
S -3.067 0.915 -0.174
H 1.489 -0.258 1.347
H 0.832 1.059 2.240
H -0.394 1.805 0.488
H 0.419 0.706 -0.511
H -1.714 -0.809 0.863
H -1.433 -0.535 -0.870
H -3.128 1.523 1.024
H -0.164 -1.476 1.962
H -0.496 -3.693 0.882
O -0.431 -2.727 0.863
H 0.637 -2.557 0.388
H 2.116 -3.139 -0.070
O 1.784 -2.230 -0.060
H -0.682 1.818 -3.024
H -1.327 2.238 -1.680
O -1.182 2.519 -2.592
H 1.500 1.867 -2.697
H 1.583 0.435 -3.329
O 1.229 1.330 -3.447
H 2.243 -1.144 -1.349
H 2.707 -1.761 -2.600
O 2.638 -0.880 -2.222
H -0.671 2.074 3.270
H -1.469 0.850 3.429
O -1.597 1.816 3.378
*
```


This record from the Open Molecules 2025 dataset describes a 9-piece molecular cluster, H18O9 overall. The level of theory is ωB97M-V with the def2-TZVPD basis set.

The LUMO energy comes out at -0.211 eV. Its HOMO energy is -10.783 eV. Its SMILES is O.O.O.O.O.O.O.O.O. The molar mass comes out at 162.135 g/mol. The value obtained for the HOMO-LUMO gap is 10.57 eV.

ORCA input file:
```
! wB97M-V def2-TZVPD RIJCOSX def2/J DEFGRID3
* xyz 0 1
O -3.890 -1.392 -0.837
H -4.241 -0.704 -1.319
H -3.760 -2.142 -1.348
O -0.878 4.016 0.674
H -0.708 3.204 0.253
H -1.379 3.662 1.569
O 2.273 -2.373 -0.290
H 2.502 -1.945 0.497
H 2.956 -2.922 -0.550
O 0.418 -1.230 -2.820
H -0.405 -0.929 -3.212
H 0.684 -1.970 -3.273
O 0.144 2.283 3.958
H 0.729 1.648 3.613
H 0.011 3.049 3.366
O 0.340 1.956 -0.506
H -0.018 1.328 -1.078
H 1.262 1.939 -0.449
O -1.038 0.158 1.477
H -1.370 -0.626 1.018
H -0.597 0.543 0.766
O -1.183 -3.756 0.180
H -0.323 -4.051 -0.106
H -1.523 -3.701 -0.675
O 3.520 1.480 -0.568
H 2.704 0.874 -0.700
H 3.769 1.602 0.360
*
```


Let's list energy above the lowest of the compared OMol25 structures with the same formula, charge and spin in order: 119.42 2.20 84.32 69.58 2.48 2.31 4.24 97.35 kcal/mol.